1.
Molecular formula: C49H52F3N5OS2V
Method: DFT, the ωB97M-V functional and the def2-TZVPD basis

```
113
Properties=species:S:1:pos:R:3:lowdin_charge:R:1
V 13.643 11.592 10.774 0.9587
C 19.564 10.567 8.488 -0.0749
C 19.178 10.081 9.878 -0.1774
C 17.981 10.860 10.439 -0.0903
C 17.983 11.952 11.249 -0.1342
C 19.134 12.675 11.845 -0.1943
C 19.618 13.856 11.002 -0.0764
C 16.621 12.454 11.305 -0.2394
C 16.237 13.625 11.907 0.0255
C 14.935 14.102 11.911 -0.2272
C 14.535 15.340 12.592 -0.1184
C 15.487 16.186 13.397 -0.1776
C 15.543 15.702 14.850 -0.0756
C 13.201 15.504 12.416 -0.1426
C 12.748 14.366 11.612 -0.2046
C 11.444 14.183 11.217 0.0500
C 10.943 13.098 10.467 -0.2129
N 11.704 12.044 10.102 0.0575
C 10.851 11.177 9.479 -0.2198
C 11.259 10.020 8.863 0.0727
C 12.560 9.532 8.819 -0.2099
N 13.688 10.133 9.320 0.0340
C 14.757 9.355 8.954 -0.2199
C 16.109 9.629 9.309 0.0579
C 16.569 10.660 10.091 -0.2281
N 15.769 11.631 10.654 0.0633
C 14.311 8.238 8.168 -0.1182
C 12.930 8.335 8.118 -0.1289
C 11.951 7.411 7.495 -0.2189
C 11.200 6.607 8.512 -0.0919
C 15.171 7.309 7.345 -0.1957
C 15.462 7.848 5.929 -0.0872
C 9.518 11.729 9.422 -0.1284
C 9.553 12.929 10.048 -0.1190
C 8.462 13.959 10.194 -0.1885
C 8.701 15.260 9.422 -0.0785
C 8.336 11.078 8.777 -0.2011
C 7.734 9.977 9.630 -0.0935
N 13.834 13.562 11.294 0.0382
C 12.421 16.715 12.700 -0.2000
C 12.320 17.623 11.484 -0.0759
H 20.417 10.028 8.131 0.0677
H 19.790 11.631 8.563 0.0700
H 18.752 10.468 7.814 0.0579
H 20.034 10.209 10.535 0.1000
H 18.996 9.011 9.908 0.1032
H 19.936 11.943 11.888 0.1034
H 18.946 13.001 12.872 0.1067
H 19.822 13.535 9.996 0.0562
H 20.560 14.258 11.411 0.0787
H 18.910 14.692 10.965 0.0724
H 16.957 14.192 12.489 0.1101
H 15.190 17.228 13.341 0.1031
H 16.496 16.137 12.926 0.1123
H 14.541 15.664 15.246 0.0637
H 16.151 16.319 15.511 0.0725
H 15.950 14.705 14.975 0.0573
H 10.769 14.999 11.490 0.1107
H 10.509 9.408 8.344 0.1175
H 16.790 8.855 8.945 0.1146
H 12.448 6.707 6.842 0.1021
H 11.250 7.959 6.870 0.1133
H 11.889 6.067 9.162 0.0835
H 10.568 5.857 8.005 0.0835
H 10.604 7.261 9.156 0.0673
H 14.625 6.328 7.262 0.1163
H 16.112 7.073 7.862 0.1006
H 14.529 8.127 5.459 0.0663
H 15.975 7.074 5.313 0.0794
H 16.115 8.731 5.941 0.0720
H 8.339 14.183 11.254 0.0999
H 7.503 13.501 9.902 0.1075
H 9.534 15.829 9.840 0.0549
H 7.845 15.908 9.496 0.0647
H 8.951 14.987 8.380 0.0921
H 8.569 10.698 7.789 0.1100
H 7.563 11.797 8.605 0.0918
H 8.475 9.251 9.997 0.0701
H 6.909 9.420 9.124 0.0844
H 7.325 10.424 10.550 0.0759
H 12.909 17.229 13.497 0.0986
H 11.389 16.460 13.012 0.1157
H 13.295 18.097 11.287 0.0844
H 11.622 18.424 11.616 0.0638
H 12.053 17.070 10.584 0.0733
S 14.746 9.021 12.495 1.0308
C 16.194 9.474 13.307 -0.5628
C 17.359 8.745 13.329 -0.0955
C 18.448 9.195 14.071 -0.0845
C 18.386 10.410 14.741 -0.0917
C 17.237 11.196 14.668 -0.1079
C 16.135 10.701 14.001 -0.5425
S 14.632 11.583 13.933 1.0163
H 17.385 7.780 12.845 0.1087
H 19.331 8.636 14.219 0.0878
H 19.234 10.702 15.336 0.0988
H 17.205 12.178 15.149 0.1071
F 6.875 13.953 15.084 0.1247
C 8.045 14.507 15.511 -0.5776
F 8.040 15.794 15.188 0.1627
F 8.060 14.445 16.864 0.1327
C 9.243 13.804 14.960 -0.1306
C 10.458 14.159 15.523 0.0070
C 11.588 13.507 15.068 -0.1229
N 11.567 12.552 14.137 0.0964
C 10.355 12.203 13.657 -0.1035
C 9.181 12.814 14.029 -0.0066
H 10.521 14.867 16.347 0.1284
H 12.550 13.682 15.519 0.0989
H 10.307 11.448 12.847 0.1222
H 8.262 12.443 13.607 0.1216
O 12.719 10.722 12.184 -0.2315
C 13.940 10.655 12.544 -1.0445
```

As for the expectation value of S²: 0.82. Its multiplicity is 2. The frontier orbital gap (alpha / beta) is 5.794 / 5.639 eV. For the energy above the lowest of the compared OMol25 structures with the same formula, charge and spin, the calculation gives 0.0 kJ/mol. The lowest unoccupied orbital energy (alpha / beta) is -0.87 / -0.87 eV. Its total energy is -116670.008 eV.



2.
Molecular formula: C49H52MoN8OS3
Method: DFT, the ωB97M-V functional and the def2-TZVPD basis

```
114
Properties=species:S:1:pos:R:3:lowdin_charge:R:1
Mo 1.289 0.791 -0.151 1.5882
C 4.707 0.427 1.704 -0.0027
C 4.596 -0.362 0.441 -0.1632
C 4.094 0.284 -0.784 -0.2976
C 4.026 -0.517 -2.017 -0.1699
C 3.531 0.123 -3.271 -0.0051
C 4.543 -1.777 -2.016 0.0308
C 5.086 -2.348 -0.845 -0.1756
C 5.687 -3.705 -0.909 -0.0032
C 5.097 -1.628 0.364 0.0263
H 5.729 0.809 1.783 0.1182
H 4.539 -0.201 2.580 0.1025
H 4.030 1.277 1.738 0.0633
H 4.971 1.071 -1.052 0.1883
H 2.616 0.691 -3.104 0.0632
H 3.363 -0.613 -4.055 0.1005
H 4.290 0.826 -3.629 0.1033
H 4.556 -2.354 -2.933 0.1416
H 6.698 -3.610 -1.323 0.1236
H 5.135 -4.356 -1.587 0.1003
H 5.779 -4.163 0.074 0.0962
H 5.528 -2.090 1.244 0.1425
N -0.453 1.330 0.351 -0.4731
S -1.915 1.683 0.448 0.8637
N -2.783 0.512 1.132 -0.3396
S -2.885 -0.910 0.478 0.9485
N -1.596 -1.567 -0.146 -0.3564
S -0.200 -1.943 0.533 0.8822
N 0.966 -1.045 0.073 -0.4339
C 0.116 -3.584 -0.008 -0.3478
C -0.719 -4.202 -0.927 -0.0467
C -0.403 -5.489 -1.339 -0.0248
C 0.719 -6.129 -0.829 -0.0129
C 1.545 -5.488 0.092 -0.0296
C 1.255 -4.201 0.507 -0.0685
C -0.289 -2.028 2.292 -0.3329
C -0.672 -3.239 2.870 -0.0530
C -0.728 -3.321 4.250 -0.0205
C -0.415 -2.212 5.030 -0.0128
C -0.037 -1.013 4.436 -0.0328
C 0.039 -0.914 3.056 -0.0710
C -4.012 -0.941 -0.871 -0.3373
C -3.606 -1.253 -2.161 -0.0558
C -4.573 -1.288 -3.154 -0.0294
C -5.903 -1.026 -2.848 -0.0121
C -6.285 -0.714 -1.545 -0.0206
C -5.338 -0.668 -0.540 -0.0501
C -3.646 -1.875 1.727 -0.3463
C -3.924 -1.346 2.980 -0.0447
C -4.591 -2.152 3.891 -0.0230
C -4.966 -3.443 3.540 -0.0080
C -4.679 -3.950 2.274 -0.0197
C -4.018 -3.164 1.349 -0.0528
C -2.595 2.104 -1.119 -0.3474
C -3.904 2.580 -1.145 -0.0519
C -4.465 2.893 -2.369 -0.0202
C -3.723 2.733 -3.537 -0.0148
C -2.420 2.255 -3.490 -0.0363
C -1.841 1.933 -2.272 -0.0674
C -2.238 3.039 1.509 -0.3325
C -2.631 2.838 2.825 -0.0433
C -2.795 3.950 3.636 -0.0232
C -2.563 5.224 3.132 -0.0106
C -2.167 5.404 1.809 -0.0272
C -1.998 4.308 0.983 -0.0653
H -1.596 -3.700 -1.310 0.0999
H -1.039 -5.994 -2.053 0.1281
H 0.950 -7.138 -1.143 0.1310
H 2.407 -6.002 0.496 0.1261
H 1.887 -3.700 1.232 0.1248
H -0.893 -4.107 2.265 0.1255
H -1.002 -4.257 4.719 0.1317
H -0.448 -2.291 6.109 0.1311
H 0.222 -0.161 5.050 0.1247
H 0.355 0.010 2.593 0.0709
H -2.570 -1.466 -2.384 0.1090
H -4.289 -1.538 -4.168 0.1266
H -6.653 -1.076 -3.627 0.1309
H -7.324 -0.523 -1.313 0.1310
H -5.632 -0.447 0.480 0.1317
H -3.642 -0.335 3.234 0.0996
H -4.832 -1.763 4.871 0.1289
H -5.500 -4.058 4.252 0.1319
H -4.991 -4.951 2.004 0.1303
H -3.820 -3.538 0.350 0.1261
H -4.468 2.719 -0.230 0.1344
H -5.475 3.277 -2.414 0.1313
H -4.166 2.993 -4.490 0.1302
H -1.851 2.142 -4.403 0.1233
H -0.825 1.568 -2.222 0.0795
H -2.818 1.845 3.206 0.0970
H -3.113 3.823 4.662 0.1285
H -2.702 6.087 3.770 0.1319
H -2.011 6.401 1.420 0.1280
H -1.731 4.441 -0.060 0.1220
C 2.606 5.036 -1.055 -0.0046
C 2.524 3.556 -1.338 -0.3308
O 1.315 2.994 -0.725 -0.1906
H 3.494 5.474 -1.507 0.0919
H 2.674 5.213 0.022 0.1072
H 1.735 5.557 -1.454 0.1045
H 3.706 3.071 0.325 0.1509
H 2.408 3.330 -2.400 0.1418
H 0.924 3.609 -0.087 0.1049
N 6.891 3.015 -2.325 0.1998
C 5.573 3.231 -2.198 -0.4586
N 5.023 4.096 -3.081 0.2021
N 4.957 2.596 -1.225 0.0858
C 3.645 2.727 -0.716 -0.3093
N 3.067 1.325 -0.625 -0.1965
H 7.430 3.401 -3.081 0.1297
H 7.387 2.593 -1.559 0.1284
H 5.609 4.593 -3.733 0.1335
H 4.046 4.071 -3.296 0.0943
```

The frontier orbital gap (alpha / beta) is 7.624 / 7.634 eV. The lowest unoccupied orbital energy (alpha / beta) is -10.27 / -10.28 eV. Its total energy is -99944.982 eV. As for the total charge: +4.



3.
Molecular formula: C49H54N8O5RuS
Method: DFT, the ωB97M-V functional and the def2-TZVPD basis

```
118
Properties=species:S:1:pos:R:3:lowdin_charge:R:1
Ru 0.521 0.765 -0.354 1.7037
C -4.188 1.991 4.995 -0.0345
C -3.721 0.736 4.238 -0.5532
C -4.183 -0.526 4.984 -0.0327
C -4.368 0.743 2.853 -0.0715
C -2.198 0.736 4.155 -0.1444
C -1.453 0.748 5.352 -0.0044
C -0.076 0.739 5.371 -0.0499
C 0.590 0.723 4.151 -0.4461
S 2.300 0.742 3.839 1.1655
C 1.979 0.727 2.140 -0.5922
N 0.707 0.705 1.831 -0.0219
C -0.121 0.712 2.947 -0.2798
C -1.519 0.718 2.948 0.0598
C 3.006 0.761 1.108 -0.2608
C 4.361 0.754 1.432 -0.0255
C 5.313 0.841 0.431 -0.0444
C 4.905 0.970 -0.889 -0.0486
C 3.555 0.976 -1.214 -0.0836
C 2.580 0.848 -0.235 -0.1975
H -5.279 2.010 5.036 0.0931
H -3.848 2.895 4.486 0.0925
H -3.816 2.013 6.020 0.0814
H -5.273 -0.543 5.036 0.0933
H -3.798 -0.561 6.004 0.0820
H -3.850 -1.426 4.462 0.0934
H -5.453 0.732 2.969 0.0968
H -4.086 -0.133 2.265 0.0885
H -4.101 1.644 2.295 0.0855
H -1.974 0.763 6.300 0.1200
H 0.470 0.744 6.305 0.1218
H -2.034 0.698 1.997 0.0924
H 4.664 0.684 2.471 0.1062
H 6.366 0.828 0.678 0.1196
H 5.641 1.077 -1.676 0.1165
H 3.276 1.123 -2.248 0.0722
C 0.805 0.113 -6.311 0.0097
N 1.146 -0.609 -5.053 -0.1525
C -0.039 -1.365 -4.553 0.0158
C 1.801 0.258 -3.978 -0.0830
C 0.980 1.449 -3.533 -0.2364
C 0.879 2.537 -4.400 -0.0428
C 0.039 3.609 -4.134 -0.0372
C -0.738 3.592 -2.987 -0.0603
C -0.566 2.563 -2.078 -0.1345
C 0.331 1.508 -2.286 -0.1912
H 0.508 -0.614 -7.062 0.1133
H 1.671 0.662 -6.673 0.1092
H -0.019 0.793 -6.124 0.1086
H 1.857 -1.294 -5.302 0.1828
H -0.690 -0.712 -3.978 0.0778
H 0.292 -2.182 -3.919 0.0925
H -0.589 -1.777 -5.395 0.1164
H 2.748 0.582 -4.411 0.1398
H 1.996 -0.403 -3.136 0.1094
H 1.479 2.553 -5.302 0.1160
H -0.008 4.446 -4.818 0.1210
H -1.445 4.388 -2.790 0.1202
H -1.133 2.605 -1.153 0.0915
O -1.780 -0.886 -2.282 0.0321
C -2.210 -0.415 -1.237 -0.5388
O -1.457 0.168 -0.336 -0.1877
C -3.668 -0.450 -0.918 -0.1463
C -4.264 0.708 -0.437 -0.0509
C -5.642 0.786 -0.232 0.0156
C -6.372 -0.344 -0.506 -0.2015
O -7.708 -0.539 -0.384 0.0533
C -7.978 -1.860 -0.861 -0.1024
O -6.720 -2.471 -1.149 0.0484
C -5.771 -1.513 -0.972 -0.1950
C -4.424 -1.594 -1.201 0.0781
H -3.639 1.567 -0.224 0.1111
H -6.124 1.688 0.124 0.1306
H -8.582 -1.808 -1.769 0.1428
H -8.505 -2.430 -0.097 0.1421
H -3.970 -2.500 -1.582 0.1361
C 0.828 5.709 -0.700 -0.0202
N 1.077 5.431 0.708 -0.1227
C 1.210 6.591 1.596 -0.0247
C 1.113 4.162 1.136 -0.4485
C 1.438 3.905 2.582 0.0331
O 0.904 3.205 0.361 -0.0635
H 1.417 6.570 -1.009 0.0987
H -0.230 5.923 -0.871 0.1018
H 1.112 4.846 -1.290 0.0723
H 1.011 7.488 1.018 0.0929
H 2.217 6.667 2.007 0.1015
H 0.491 6.556 2.412 0.0978
H 1.579 4.800 3.176 0.0763
H 2.352 3.315 2.621 0.0754
H 0.630 3.316 3.021 0.0898
C 1.657 -2.637 2.231 0.0239
C 1.255 -2.699 0.799 -0.3234
N 1.023 -1.687 -0.022 0.0687
C 0.682 -2.241 -1.240 -0.1444
C 0.725 -3.590 -1.161 -0.0193
N 1.085 -3.871 0.136 -0.0122
C 1.313 -5.210 0.635 -0.0541
N 2.365 -5.840 -0.112 -0.0676
N 2.205 -7.123 -0.538 0.0651
N 3.247 -7.485 -1.169 0.0835
C 4.148 -6.438 -1.190 -0.2184
C 5.420 -6.338 -1.754 0.0022
C 6.077 -5.135 -1.618 -0.0759
C 5.491 -4.048 -0.946 -0.0784
C 4.238 -4.129 -0.378 -0.0156
C 3.581 -5.356 -0.504 -0.1651
H 2.004 -1.641 2.463 0.0368
H 2.470 -3.332 2.445 0.0913
H 0.816 -2.874 2.886 0.1073
H 0.381 -1.610 -2.053 0.0387
H 0.525 -4.367 -1.881 0.1375
H 0.427 -5.826 0.502 0.1471
H 1.550 -5.166 1.696 0.1354
H 5.862 -7.179 -2.271 0.1226
H 7.071 -5.022 -2.033 0.1086
H 6.047 -3.121 -0.871 0.1027
H 3.803 -3.281 0.137 0.0963
```

As for the expectation value of S²: 6.03. Its multiplicity is 5. The frontier orbital gap (alpha / beta) is 6.743 / 4.572 eV. The lowest unoccupied orbital energy (alpha / beta) is -5.08 / -7.24 eV. Its total energy is -87249.875 eV. As for the total charge: +2.



4.
Molecular formula: C49H55INO
Method: DFT, the ωB97M-V functional and the def2-TZVPD basis

```
107
Properties=species:S:1:pos:R:3:lowdin_charge:R:1
I 1.110 2.840 -0.168 1.0962
C 1.131 0.692 0.048 -0.5822
C 0.578 0.142 -1.329 -0.2054
C 1.699 -0.812 -1.750 -0.0991
N 2.876 -0.007 -1.313 0.0918
C 2.584 0.169 0.146 -0.3297
C 3.599 0.951 0.971 -0.1278
C 4.357 0.043 1.917 -0.3341
C 3.521 -0.660 2.985 -0.0608
O 4.371 0.430 3.236 -0.0492
H 0.606 0.329 0.922 0.0844
H -0.370 -0.339 -1.124 0.1131
H 0.501 0.893 -2.104 0.0783
H 1.580 -1.688 -1.117 0.1370
H 1.730 -1.184 -2.766 0.1425
H 3.800 -0.324 -1.604 0.2001
H 2.761 0.911 -1.763 0.1540
H 2.588 -0.858 0.502 0.1491
H 3.115 1.672 1.624 0.0991
H 4.344 1.440 0.345 0.1261
H 5.211 -0.488 1.514 0.1501
H 3.974 -1.640 2.929 0.1229
H 2.505 -0.415 2.726 0.1056
C -4.603 0.530 -3.639 -0.0826
C -3.961 1.679 -4.082 -0.0836
C -2.959 2.257 -3.313 -0.0882
C -2.598 1.679 -2.105 -0.1140
C -3.237 0.527 -1.664 -0.1043
C -4.241 -0.046 -2.429 -0.0937
H -5.386 0.083 -4.237 0.1053
H -4.243 2.126 -5.026 0.1056
H -2.463 3.157 -3.655 0.1035
H -1.817 2.123 -1.500 0.0581
H -2.954 0.075 -0.719 0.0866
H -4.743 -0.940 -2.080 0.0998
C 3.370 5.191 -5.048 -0.0921
C 2.957 6.504 -5.218 -0.0836
C 2.092 7.086 -4.302 -0.0827
C 1.644 6.357 -3.209 -0.0874
C 2.060 5.045 -3.038 -0.1311
C 2.919 4.461 -3.958 -0.1074
H 4.042 4.738 -5.764 0.1029
H 3.309 7.076 -6.066 0.1061
H 1.767 8.109 -4.439 0.1064
H 0.972 6.812 -2.493 0.1037
H 1.715 4.469 -2.187 -0.0462
H 3.241 3.434 -3.827 0.0859
C 8.295 -3.776 5.294 -0.0892
C 7.187 -3.480 6.076 -0.0895
C 6.353 -2.427 5.729 -0.0892
C 6.622 -1.674 4.595 -0.0999
C 7.730 -1.972 3.812 -0.0983
C 8.568 -3.021 4.163 -0.0937
H 8.947 -4.594 5.568 0.1040
H 6.976 -4.070 6.958 0.1036
H 5.493 -2.193 6.344 0.1025
H 5.973 -0.852 4.326 0.0756
H 7.943 -1.383 2.927 0.0938
H 9.435 -3.249 3.556 0.1021
C 7.383 2.679 1.413 -0.1047
C 6.635 2.630 2.583 -0.0965
C 6.374 3.798 3.285 -0.0823
C 6.855 5.012 2.815 -0.0865
C 7.600 5.060 1.645 -0.0887
C 7.868 3.893 0.945 -0.0960
H 7.591 1.768 0.863 0.0945
H 6.248 1.682 2.928 0.0774
H 5.798 3.761 4.200 0.1059
H 6.649 5.922 3.363 0.1045
H 7.974 6.007 1.281 0.1043
H 8.455 3.929 0.036 0.1015
C -9.203 -2.234 -1.068 -0.1089
C -8.578 -1.078 -1.511 -0.0908
C -7.572 -0.499 -0.750 -0.1008
C -7.187 -1.080 0.451 -0.0912
C -7.812 -2.238 0.893 -0.0888
C -8.821 -2.813 0.135 -0.1028
H -9.986 -2.688 -1.662 0.1083
H -8.873 -0.629 -2.451 0.1035
H -7.085 0.405 -1.093 0.0971
H -6.399 -0.631 1.041 0.0739
H -7.511 -2.693 1.828 0.1003
H -9.309 -3.716 0.479 0.1049
C -2.424 -1.490 4.169 -0.0899
C -1.786 -0.625 3.292 -0.1067
C -2.533 0.208 2.471 -0.1107
C -3.919 0.183 2.530 -0.0978
C -4.557 -0.680 3.409 -0.0879
C -3.810 -1.519 4.225 -0.0800
H -1.843 -2.141 4.809 0.1038
H -0.702 -0.600 3.254 0.0839
H -2.035 0.881 1.781 0.0866
H -4.500 0.837 1.893 0.1012
H -5.638 -0.699 3.459 0.1020
H -4.309 -2.194 4.908 0.1068
C -6.693 -6.914 -4.364 -0.0971
C -7.471 -7.127 -3.235 -0.0944
C -7.742 -6.076 -2.371 -0.0902
C -7.243 -4.810 -2.639 -0.0897
C -6.467 -4.597 -3.770 -0.0961
C -6.189 -5.649 -4.631 -0.0997
H -6.480 -7.735 -5.037 0.1006
H -7.866 -8.114 -3.029 0.1013
H -8.345 -6.244 -1.487 0.0998
H -7.458 -3.990 -1.968 0.0738
H -6.080 -3.608 -3.981 0.0932
H -5.582 -5.483 -5.512 0.0986
```

The frontier orbital gap is 7.429 eV. The lowest unoccupied orbital energy is -3.14 eV. Its total energy is -63334.296 eV. As for the total charge: +1.



The highest total energy belongs to which entry?
C49H55INO



Look up the total energy of the second one.
-99944.982 eV